Formula: C24H36FO18
Source: the OMol25 dataset
Level of theory: wB97M-V/def2-TZVPD

Geometry as XYZ:
```
79
Properties=species:S:1:pos:R:3:forces:R:3
F -0.05197 0.11596 -0.57422 0.1 -0.2 0.0
C -3.07997 1.05696 -2.34022 0.5 5.7 -3.6
C -2.97897 -0.00004 -3.26122 2.8 -1.2 -2.5
C -2.45597 -1.30404 -2.75122 0.7 -1.3 3.2
O -3.36797 -2.24704 -3.30922 1.0 -1.9 0.8
C -4.42097 -1.67104 -3.77922 -4.8 0.2 -2.7
O -5.47497 -2.22404 -4.21722 4.5 2.3 1.9
O -4.19097 -0.30204 -3.80422 -3.5 -2.0 -0.9
H -2.22897 1.31096 -1.87622 3.8 0.2 1.6
H -3.70697 0.92496 -1.61422 -4.1 -1.1 4.1
H -3.31897 2.11896 -2.81022 -0.1 -2.3 0.4
H -2.33697 0.20496 -4.10622 0.4 0.8 -0.4
H -2.49697 -1.31404 -1.60422 -0.3 -0.2 -1.4
H -1.42297 -1.67104 -2.94122 -0.7 0.8 -0.5
C -2.19597 0.45296 2.45478 0.3 1.6 3.9
C -2.10597 -0.47504 3.76478 0.3 1.9 -2.1
C -0.81197 -0.48104 4.54578 0.6 2.0 -1.5
O -1.24797 -0.28304 5.88378 0.6 0.1 -0.1
C -2.58597 -0.21504 5.94578 0.0 1.6 0.5
O -3.14997 -0.06604 6.99178 -0.4 -0.5 -0.9
O -3.12297 -0.13104 4.68778 0.0 0.0 1.3
H -1.85597 1.53796 2.66978 -1.3 -1.3 0.4
H -3.20197 0.37396 2.11778 -0.8 0.4 -0.4
H -1.52797 0.33796 1.67578 1.6 -1.7 -1.8
H -2.29397 -1.43904 3.48178 -0.7 -2.6 -1.1
H -0.23697 0.38796 3.99978 -0.3 -1.4 2.2
H -0.27497 -1.42004 4.53978 0.2 -0.1 -0.4
C 3.37703 1.64996 1.18678 -7.4 4.7 -3.6
C 2.11403 1.01396 1.91178 9.8 -1.6 3.0
C 2.05903 -0.47304 1.79678 -2.5 0.0 -3.8
O 2.50803 -0.92904 2.97278 2.3 -3.9 2.1
C 2.53503 -0.05604 3.93778 -3.2 2.0 5.1
O 2.50303 -0.22204 5.20478 1.2 0.2 -5.7
O 2.12803 1.14296 3.38978 1.6 0.1 -0.3
H 3.40803 1.28196 0.14678 -0.3 0.3 0.3
H 3.93403 1.09696 1.69378 6.8 -3.4 4.2
H 3.37803 2.81696 1.18578 0.5 -2.4 0.5
H 1.26103 1.17996 1.72878 -11.4 4.3 -3.4
H 2.64803 -0.70104 0.89178 0.1 -0.9 0.7
H 0.94303 -0.83504 1.56478 2.3 0.7 0.5
C 3.03803 -1.24804 -2.37722 -2.3 7.6 -0.8
C 1.88403 -1.20504 -3.39622 0.3 2.1 0.0
C 1.28103 0.18296 -3.63622 1.7 3.3 1.9
O 1.76003 0.63296 -4.94522 -2.7 1.2 2.4
C 2.35203 -0.34904 -5.49722 2.4 0.2 -5.0
O 2.85903 -0.23604 -6.60922 -0.6 -0.6 1.4
O 2.39003 -1.43204 -4.79722 -0.3 -2.9 3.0
H 2.69403 -1.19604 -1.39222 -0.6 -0.8 1.5
H 3.69303 -0.25204 -2.46422 -1.3 -2.1 -0.2
H 3.51203 -1.96804 -2.77522 4.4 -5.8 -1.4
H 1.01503 -1.84204 -3.07622 1.3 -0.1 -0.9
H 1.62503 1.18096 -2.99122 -1.1 -3.3 -0.9
H 0.26303 -0.08104 -3.47322 -1.4 1.4 -0.8
C -0.74997 3.69896 0.42878 -0.3 0.6 0.9
C 0.70803 3.91896 -0.02422 -2.6 -2.3 -0.8
C 0.98203 4.63996 -1.33722 1.1 -1.9 -0.1
O 2.25003 5.18196 -0.92822 0.8 1.3 -1.7
C 2.34203 5.36196 0.40278 -1.0 -0.1 -1.0
O 3.13603 6.02196 0.95778 1.3 0.7 0.6
O 1.33703 4.72396 0.97378 -0.4 -1.5 0.4
H -1.29497 3.26096 -0.47522 0.5 0.3 1.6
H -1.27997 4.78096 0.75778 1.4 -3.1 -0.7
H -0.60697 2.88696 1.32378 -1.1 2.2 -2.1
H 1.02003 2.84396 -0.25622 0.7 1.2 1.4
H 0.17803 5.36896 -1.48722 0.6 0.3 -0.6
H 1.24703 3.89396 -2.26222 -1.2 2.1 2.3
C 0.07303 -4.75504 -0.54822 -1.3 -1.3 -1.2
C 0.06303 -3.41904 0.11278 0.0 -0.9 3.6
C -1.25597 -2.93404 0.65478 0.6 -8.3 -0.9
O -1.40897 -3.54804 1.94978 -0.2 0.3 0.0
C -0.15797 -3.64704 2.43678 -1.5 -1.9 -0.3
O 0.09503 -3.93204 3.54578 0.3 0.2 2.6
O 0.69703 -3.69304 1.47678 2.3 1.0 -2.9
H 1.04003 -5.08704 -0.78322 1.9 -0.2 0.4
H -0.27897 -4.72504 -1.59922 -0.8 0.2 0.6
H -0.39197 -5.64704 0.01478 0.3 1.9 -0.7
H 0.63303 -2.60104 -0.24922 0.5 0.5 -1.1
H -2.04497 -3.28304 0.08778 -1.8 -0.5 -1.4
H -1.34697 -2.04604 0.87478 -0.3 9.5 1.0
```
Forces are in eV/Å.

Output
multiplicity: 1
total energy: -65038.1426 eV
HOMO level: -7.5 eV
frontier orbital gap: 9.42 eV
energy relative to the best compared isomer or geometry (same formula, charge and spin): 9.1680 eV
charge: -1

Formula: C4H7N3
Source: the OMol25 dataset
Level of theory: wB97M-V/def2-TZVPD

Geometry as XYZ:
```
14
Properties=species:S:1:pos:R:3:forces:R:3
C 1.67012 0.75931 0.36626 0.3 0.1 0.2
N 1.42293 -0.16571 -0.76959 -0.1 0.1 -0.2
C 0.02282 -0.36556 -0.69934 -0.1 0.1 0.2
N -0.79315 0.63595 -1.00684 0.0 -0.2 0.2
N -1.89972 0.38036 -0.29853 -0.4 -0.1 0.0
C -1.81189 -0.74533 0.44898 -0.1 0.0 0.0
C -0.57954 -1.29000 0.17794 -0.1 0.0 0.0
H 0.71615 1.17971 0.71232 0.4 0.1 0.0
H 2.12436 0.22832 1.20822 0.1 0.1 -0.2
H 2.29835 1.59898 0.06425 0.2 -0.2 0.0
H 1.66410 0.29392 -1.64129 -0.1 0.0 0.1
H -2.62016 1.07982 -0.28010 -0.1 -0.2 -0.1
H -2.58632 -1.02996 1.14875 0.0 0.0 -0.3
H -0.12959 -2.18522 0.58093 -0.1 0.2 0.0
```
Forces are in eV/Å.

Output
multiplicity: 1
total energy: -8730.5214 eV
HOMO level: -9.0 eV
frontier orbital gap: 10.03 eV
energy relative to the best compared isomer or geometry (same formula, charge and spin): 1.1579 eV
SMILES: CNc1cc[nH]n1
charge: 0

Formula: C9H25CeN4O
Source: the OMol25 dataset
Level of theory: wB97M-V/def2-TZVPD

Geometry as XYZ:
```
40
Properties=species:S:1:pos:R:3:forces:R:3
Ce -0.10030 -1.04643 -0.91202 -0.3 1.6 -0.3
N 1.75134 -1.24352 0.93776 -0.5 0.2 -0.2
C 1.23970 -0.63235 2.20457 -0.3 0.2 0.1
C 0.24954 0.49405 1.93035 0.4 -0.2 0.1
N -1.01424 0.06349 1.26184 0.3 -0.2 -0.5
C -1.79318 1.28481 0.87317 -0.1 0.2 -0.3
C -1.56858 1.69397 -0.57662 0.0 -0.2 0.5
N -1.97619 0.58348 -1.48340 0.6 0.0 -0.1
C -1.81729 -0.83649 2.14628 -0.1 -0.4 -0.1
C -1.75376 -2.30359 1.74093 0.2 0.3 0.1
N -1.97782 -2.44817 0.27182 0.3 0.2 -0.2
H 2.12840 -2.16619 1.15835 0.0 -0.1 -0.1
H 2.56867 -0.71041 0.64091 0.1 0.0 -0.1
H 2.05473 -0.20631 2.78999 0.1 -0.1 0.0
H 0.78267 -1.41398 2.80884 0.1 0.0 0.0
H 0.72969 1.24980 1.29836 -0.1 0.1 0.1
H 0.02185 0.96299 2.89184 -0.1 0.1 -0.1
H -1.54113 2.12370 1.52481 0.0 0.0 0.1
H -2.85643 1.08682 0.99604 0.0 0.0 0.1
H -0.51583 1.92801 -0.76642 0.0 0.1 -0.1
H -2.14943 2.59755 -0.76596 0.1 0.1 -0.1
H -1.62931 0.81495 -2.41644 -0.4 0.1 -0.1
H -2.99169 0.56166 -1.55937 0.0 -0.3 0.1
H -2.86023 -0.52694 2.10982 0.0 0.1 0.0
H -1.50014 -0.74082 3.18626 0.0 0.1 0.0
H -2.52028 -2.83149 2.31048 0.1 -0.2 -0.1
H -0.79104 -2.75777 1.98361 0.0 -0.1 0.0
H -2.90824 -2.08809 0.05471 0.0 0.0 -0.1
H -2.04095 -3.44748 0.06359 0.0 0.0 -0.1
C 2.93337 -0.16808 -2.19958 -0.5 0.1 -0.1
C 1.79254 0.84498 -2.04133 1.7 0.6 0.3
C 1.99072 2.06662 -2.93333 -0.4 -0.1 0.1
O 0.55296 0.21455 -2.34182 -1.2 -1.9 1.2
H 3.84529 0.19529 -1.72841 0.0 0.0 0.0
H 3.13281 -0.33185 -3.25823 0.0 -0.1 0.0
H 2.65630 -1.14216 -1.75568 0.3 0.0 0.0
H 1.75653 1.19372 -0.97632 -0.2 -0.1 -0.2
H 2.04813 1.74129 -3.97181 0.0 0.0 0.0
H 2.91358 2.57830 -2.66629 0.0 0.0 0.0
H 1.15726 2.76208 -2.83130 0.1 0.1 0.0
```
Forces are in eV/Å.

Output
multiplicity: 1
total energy: -30647.8365 eV
HOMO level: -21.4 eV
frontier orbital gap: 7.62 eV
charge: +3

Formula: C10H37B2O9SSr
Source: the OMol25 dataset
Level of theory: wB97M-V/def2-TZVPD

Geometry as XYZ:
```
60
Properties=species:S:1:pos:R:3:forces:R:3
Sr 0.97378 -21.21115 -10.03153 1.6 -0.7 -0.2
B 2.33454 -24.11231 -12.54948 0.2 0.2 0.3
H 1.50941 -24.38510 -11.90996 -3.8 -1.5 3.0
H 3.22142 -24.03778 -11.93946 3.3 0.4 2.4
H 2.51410 -24.89203 -13.27339 0.4 -2.9 -3.2
H 2.07326 -23.13394 -12.92200 -0.9 4.2 -2.1
B 5.18798 -23.65368 -6.57514 0.0 -0.1 0.1
H 5.33863 -24.71495 -6.69856 0.7 -4.5 -0.7
H 6.12164 -23.11723 -6.64394 3.8 2.1 -0.1
H 4.53466 -23.24803 -7.33203 -2.8 1.5 -3.2
H 4.72856 -23.51209 -5.60916 -1.9 0.7 4.2
S 6.50910 -20.69283 -11.70339 2.2 0.2 0.0
O 6.65049 -19.60018 -12.67502 -0.5 -0.2 -1.0
O 6.79552 -22.03217 -12.17310 -0.4 -0.7 -1.6
O 7.44035 -20.45288 -10.60829 2.1 0.9 1.8
O 5.27771 -20.61167 -10.94465 -3.7 0.2 0.6
C 2.11934 -18.56357 -3.32817 -0.6 -0.2 0.7
C 1.59219 -19.39523 -4.49453 1.7 -0.3 -2.0
O 2.15115 -19.18419 -5.73352 -0.8 0.5 0.5
H 3.11438 -18.87920 -3.01452 0.2 0.2 -0.3
H 1.44238 -18.88285 -2.53579 -0.1 0.2 0.7
H 2.05788 -17.47633 -3.37537 0.0 0.1 -0.4
H 0.50246 -19.41878 -4.50017 -1.0 0.6 0.2
H 1.83185 -20.40760 -4.16931 0.1 -0.9 0.4
C -2.49028 -25.70556 -8.24463 0.9 -0.1 0.5
C -0.96324 -25.92768 -7.93809 -0.7 0.6 0.3
O -0.36141 -24.69591 -7.66153 0.0 1.5 0.3
H -2.94757 -26.66040 -8.50401 -0.1 0.1 -0.2
H -2.77101 -24.90831 -8.93287 0.7 -0.3 -0.7
H -2.97315 -25.32199 -7.34585 0.2 -0.4 0.5
H -0.29096 -26.36388 -8.67692 -0.9 -0.7 -0.5
H -0.89686 -26.47399 -6.99722 -0.3 -0.8 -0.2
H 0.29592 -24.84028 -6.97693 0.3 0.3 -0.1
C -5.43333 -18.06359 -7.91030 0.3 -1.1 0.2
C -4.92332 -19.52887 -8.14617 -0.8 1.5 1.7
O -3.56333 -19.61124 -7.82455 1.0 0.0 -1.2
H -6.46541 -17.97649 -8.24990 0.0 0.2 -0.3
H -4.73701 -17.40540 -8.42994 -0.3 0.1 -0.2
H -5.42300 -17.78770 -6.85585 0.1 -0.1 0.1
H -5.18957 -19.73229 -9.18340 0.8 -0.6 0.0
H -5.38579 -20.22828 -7.44972 -0.9 -0.1 -0.4
H -3.42456 -19.73107 -6.88222 -0.2 0.0 0.0
C -3.76763 -21.19048 -15.24266 -0.7 1.2 -0.4
C -2.73656 -20.64034 -14.30554 0.2 -2.6 0.3
O -2.47575 -21.71667 -13.32157 0.2 2.1 0.2
H -3.47486 -22.08578 -15.79113 0.2 0.0 0.2
H -3.91280 -20.37001 -15.94542 -0.4 -0.2 -0.5
H -4.70774 -21.34336 -14.71265 0.0 -0.2 -0.1
H -3.10086 -19.72712 -13.83501 0.1 -0.4 0.5
H -1.86173 -20.37594 -14.89957 0.4 -0.2 0.4
H -2.54667 -22.59591 -13.70040 0.1 0.2 -0.5
C -0.28647 -15.98469 -10.99294 1.5 -0.1 -1.2
C 1.03412 -16.20467 -11.80696 0.2 1.8 1.4
O 1.22169 -17.52538 -12.10942 -0.2 -1.9 -0.6
H -1.13634 -16.31428 -11.59058 -0.1 -0.1 0.3
H -0.40764 -14.93468 -10.72665 0.0 0.0 0.0
H -0.13723 -16.56393 -10.08173 -0.4 -0.1 0.0
H 1.88638 -15.91874 -11.19052 -0.1 0.4 0.7
H 1.25608 -15.62910 -12.70560 -1.1 0.6 -0.3
H 2.09023 -17.51398 -12.51823 0.2 -0.9 -0.1
```
Forces are in eV/Å.

Output
multiplicity: 1
total energy: -42403.9949 eV
HOMO level: 1.6 eV
frontier orbital gap: 2.31 eV
charge: -3